1.
17
Properties=species:S:1:pos:R:3:forces:R:3:mulliken_charge:R:1 method="wB97M-V/def2-TZVPD" e_lumo_ev=-3.94 fmax_ev_per_a=5.33 relative_energy_kj_mol=338.30 e_tot_ev=-7862.84195 total_charge=+1
C -2.352 -0.091 -0.100 -0.1 -1.8 4.8 0.0481
C -2.163 -0.675 0.987 -1.2 2.6 -4.2 -0.1961
C -2.612 0.721 -1.246 -1.8 4.4 2.5 -1.1934
C 1.197 -0.904 0.601 2.6 1.7 0.8 0.4285
C 2.711 0.973 -0.032 -2.0 0.1 1.0 -1.2134
C 2.245 -0.160 0.843 -1.6 -0.2 -0.5 -0.1229
N 0.269 -1.681 0.320 1.2 1.2 0.5 -0.1965
H -3.702 1.038 -1.397 1.1 -0.8 0.9 0.3152
H -2.118 1.763 -1.105 -0.3 -2.0 -0.7 0.2707
H 2.392 0.993 -1.007 -1.1 -1.1 -2.6 0.4322
H 3.726 0.881 -0.112 2.7 0.6 0.3 0.3760
H 2.264 1.937 0.207 0.7 0.2 1.2 0.3342
H 2.789 -0.286 1.769 -0.2 -0.2 0.2 0.3779
H -2.430 0.204 -2.076 1.4 -1.6 -3.7 0.3829
H 0.620 -2.470 -0.147 -0.6 -1.9 -1.0 0.2634
H -0.679 -1.282 0.501 -0.9 -0.7 -0.4 0.2167
H -2.158 -0.961 1.995 0.0 -0.5 0.7 0.4765


2.
17
Properties=species:S:1:pos:R:3:forces:R:3:mulliken_charge:R:1 method="wB97M-V/def2-TZVPD" e_lumo_ev=-4.08 fmax_ev_per_a=3.12 relative_energy_kj_mol=506.94 e_tot_ev=-7861.09413 total_charge=+1
C -0.632 -1.434 -0.309 0.4 -1.6 -0.5 -0.5168
C -1.840 0.188 -0.611 -0.4 1.9 -1.2 -0.2726
C 0.006 0.756 1.385 -1.3 -2.1 -0.1 -0.5656
C -2.030 -1.273 -0.839 0.3 0.0 0.6 -0.7317
C -0.521 0.021 0.142 0.2 -0.7 -0.2 0.3531
C 1.953 0.193 -0.061 2.7 -0.6 -0.7 -1.0202
N 0.691 0.853 0.069 0.2 3.0 -0.7 0.0123
H -0.424 -2.245 0.376 0.0 -0.2 0.3 0.5026
H -0.172 -1.829 -1.278 0.1 1.0 0.8 0.3965
H -1.782 0.689 -1.637 0.1 -0.4 1.2 0.3261
H -2.652 0.684 -0.088 -0.3 0.1 0.0 0.3533
H -0.786 1.430 1.706 0.9 0.8 -0.3 0.3446
H 0.545 0.233 2.227 -0.4 0.6 -1.4 0.3080
H 2.808 0.654 0.561 -1.7 -1.0 -0.7 0.3313
H 1.786 -0.868 -0.011 0.3 -0.5 1.2 0.3729
H 2.263 0.206 -1.116 -0.1 0.7 0.2 0.4027
H 0.788 1.741 -0.518 -1.2 -1.1 1.4 0.4035


3.
17
Properties=species:S:1:pos:R:3:forces:R:3:mulliken_charge:R:1 method="wB97M-V/def2-TZVPD" e_lumo_ev="-6.30 / -6.30" fmax_ev_per_a=4.01 relative_energy_kj_mol=391.05 e_tot_ev=-7862.29524 total_charge=+1
C -2.215 0.829 -0.017 -0.6 0.4 1.3 -0.0954
C -0.936 0.714 0.200 2.0 -0.3 -0.4 0.8535
C -3.507 0.897 0.118 0.3 0.5 -0.2 -0.8470
C 0.303 0.529 0.363 -3.9 -0.5 0.8 0.3153
C 2.401 0.729 -0.570 1.4 1.5 1.1 -1.0998
C 1.645 0.560 0.763 -0.3 0.4 -2.4 -0.4402
N -0.033 -2.093 -0.302 -1.8 -0.2 -1.7 -0.7272
H -4.119 0.282 -0.523 -0.3 -0.2 0.0 0.2636
H -4.019 1.620 0.795 0.6 -0.5 -0.6 0.2827
H 1.911 -0.028 -1.133 1.0 -1.1 -1.0 0.3627
H 3.481 0.743 -0.318 -0.5 -1.0 -0.7 0.3519
H 2.283 1.650 -1.137 -0.6 0.3 0.5 0.3366
H 2.047 -0.249 1.294 0.0 -1.6 0.7 0.3250
H 1.545 1.310 1.489 0.6 2.1 1.1 0.3236
H -0.631 -2.225 0.513 0.7 -0.4 0.3 0.2879
H 0.561 -2.879 -0.493 1.0 -0.5 1.1 0.2506
H -0.716 -2.389 -1.041 0.3 1.2 0.3 0.2562


4.
18
Properties=species:S:1:pos:R:3:forces:R:3:mulliken_charge:R:1 method="wB97M-V/def2-TZVPD" e_lumo_ev=0.84 fmax_ev_per_a=4.82 relative_energy_kj_mol=730.12 e_tot_ev=-9356.86982 total_charge=0
C 0.540 -1.216 1.084 0.4 -0.8 3.7 -0.7152
C 0.856 -0.510 -0.102 -0.4 3.4 -1.1 0.1606
C 1.466 -1.005 -1.135 0.6 -3.3 -3.3 -0.8830
C 0.408 1.000 -0.161 -0.9 -0.2 2.1 0.3357
C 1.265 2.072 -0.057 3.2 0.3 2.5 -0.7000
C -2.071 -0.043 -0.046 3.6 -2.5 -1.6 0.2722
H 1.598 -1.826 1.212 -3.4 0.6 0.4 0.3137
H 0.559 -0.330 1.951 -0.6 -2.9 -1.8 0.2524
H -0.594 -1.752 0.892 3.8 0.6 1.9 0.3075
H 1.737 -0.218 -1.812 0.2 -0.4 -1.1 0.3642
H 1.555 -2.253 -1.543 0.1 4.1 1.9 0.2144
H 2.513 1.704 0.371 -4.0 1.0 -2.1 0.1622
H 1.233 3.304 0.202 -0.9 -3.9 -1.1 0.2669
H -1.543 1.963 -0.007 1.0 -1.3 0.3 0.2907
H -1.330 -1.148 0.006 -3.4 3.4 -0.7 0.0002
H -3.828 -0.845 -0.605 1.6 1.9 1.0 0.2656
N -1.064 1.031 0.121 -1.7 1.0 -1.1 -0.2125
N -3.300 0.072 -0.369 0.6 -0.9 0.1 -0.6955


5.
18
Properties=species:S:1:pos:R:3:forces:R:3:mulliken_charge:R:1 method="wB97M-V/def2-TZVPD" e_lumo_ev=0.98 fmax_ev_per_a=6.05 relative_energy_kj_mol=483.32 e_tot_ev=-9359.42779 total_charge=0
C 0.382 1.444 -0.779 1.0 1.8 1.1 -1.2740
C -0.178 0.174 -0.075 3.2 0.1 1.3 1.3605
C 0.769 0.067 1.140 0.4 -2.4 2.3 -0.8334
C 2.028 -0.624 0.478 -1.6 1.3 2.2 -0.0814
C -1.587 0.159 0.304 -3.9 -1.3 -0.7 -0.7467
C -2.277 -1.002 0.086 -1.7 -1.0 -2.2 -0.6571
H 0.614 2.345 0.066 -1.0 -2.3 -2.7 0.2494
H -0.200 1.760 -1.637 -0.7 0.5 0.3 0.3983
H 1.356 1.222 -1.291 -0.6 0.1 1.0 0.3720
H 0.833 1.054 1.567 0.7 0.2 0.3 0.3848
H 0.444 -0.652 2.081 0.3 1.6 -2.5 0.2558
H 2.953 -0.842 1.093 -0.9 0.3 -1.6 0.3308
H 0.248 -0.925 -1.754 -1.3 0.3 -5.7 0.2329
H -2.186 1.057 0.667 1.3 -0.9 -0.9 0.2900
H -3.546 -1.175 -0.317 4.0 0.9 2.3 0.2221
H -1.642 -1.938 -0.156 -1.3 1.7 0.2 0.2727
N 1.623 -1.102 -0.623 5.5 -2.4 0.6 -0.8261
N 0.366 -1.024 -0.851 -3.3 1.5 4.7 0.0496


6.
18
Properties=species:S:1:pos:R:3:forces:R:3:mulliken_charge:R:1 method="wB97M-V/def2-TZVPD" e_lumo_ev=0.94 fmax_ev_per_a=5.17 smiles=N[C@@H]1[C@@H]2[C@H]1[C@@H]1C[C@H]2N1 relative_energy_kj_mol=416.27 e_tot_ev=-9360.12268 total_charge=0
C -0.886 0.507 0.733 -0.9 4.7 -0.3 0.1468
C -0.871 -0.478 -0.243 1.7 -3.6 -1.7 -0.4041
C 0.397 -1.432 -0.177 0.5 2.7 -1.3 -0.0555
C 1.523 -0.615 0.541 1.3 -0.9 -0.4 -1.0871
C 1.367 0.319 -0.648 -0.3 -1.7 -0.5 -0.0611
C -0.044 0.847 -0.467 -0.9 -0.8 -2.4 -0.7888
H -2.053 2.108 1.185 0.8 3.5 1.3 0.2513
H -2.613 0.704 1.532 -0.1 1.0 -1.4 0.2670
H -0.213 0.665 1.490 0.7 -0.9 2.7 0.3537
H -1.799 -0.821 -0.827 1.6 0.8 1.0 0.2796
H 0.226 -2.450 -0.065 -0.2 -1.8 0.5 0.5594
H 1.393 -0.196 1.495 -0.5 0.5 1.4 0.3221
H 2.535 -1.082 0.612 -1.0 -0.2 -0.6 0.2862
H 2.142 1.010 -1.036 -0.5 -0.5 0.4 0.4498
H 0.309 -0.707 -2.124 2.0 -1.3 0.8 0.3265
H -0.419 1.418 -1.291 -0.4 0.7 0.0 0.4351
N -2.121 1.260 0.770 -1.8 -4.8 0.9 -0.6572
N 1.126 -1.055 -1.480 -2.0 2.6 -0.4 -0.6236


7.
18
Properties=species:S:1:pos:R:3:forces:R:3:mulliken_charge:R:1 method="wB97M-V/def2-TZVPD" e_lumo_ev=0.26 fmax_ev_per_a=10.50 smiles="C=NN1C[C@@H]1C1CC1" relative_energy_kj_mol=986.14 e_tot_ev=-9354.21633 total_charge=0
C 2.788 1.154 -0.864 -3.5 -3.4 1.6 -0.3402
C 1.056 -0.150 1.387 0.0 1.6 1.1 -0.3671
C 0.016 -0.182 0.279 -6.3 3.6 0.5 0.1544
C -1.388 -0.632 0.208 -2.7 -3.4 0.5 -0.2265
C -2.514 -0.255 -0.835 1.2 -1.4 0.3 -0.6729
C -2.585 0.238 0.596 0.1 -0.9 0.6 -0.3913
H 3.574 0.973 0.078 -2.3 0.7 -2.6 0.2465
H 2.927 2.137 -1.600 -0.8 -3.2 1.9 0.2507
H 1.299 -0.901 2.249 -1.0 1.8 -1.6 0.2484
H 1.222 1.003 1.411 0.9 -2.3 0.7 0.2392
H 0.048 0.858 -0.444 -0.8 -1.7 2.6 0.1059
H -1.686 -1.691 0.475 1.4 1.1 0.2 0.3004
H -3.203 -1.202 -1.169 1.9 3.0 0.5 0.2154
H -1.990 0.414 -1.483 -0.7 0.3 -1.3 0.3525
H -3.335 -0.567 0.999 1.1 2.9 0.7 0.2361
H -2.296 1.361 0.946 -1.5 -2.9 -0.9 0.2316
N 1.540 0.232 -0.931 8.8 5.0 -2.8 -0.2855
N 1.203 -0.721 0.061 4.3 -0.7 -2.1 -0.2977


8.
18
Properties=species:S:1:pos:R:3:forces:R:3:mulliken_charge:R:1 method="wB97M-V/def2-TZVPD" e_lumo_ev=0.79 fmax_ev_per_a=7.71 relative_energy_kj_mol=405.70 e_tot_ev=-9360.23225 total_charge=0
C -1.161 -4.302 -0.101 -0.8 2.5 3.4 -0.5472
C -0.640 1.713 0.071 3.2 -0.2 -0.5 -0.1566
C -0.115 2.043 1.337 -1.3 1.3 -1.1 -0.3215
C 1.259 2.178 1.406 -1.5 -0.7 1.2 -0.1604
C 2.056 1.875 0.332 4.1 0.1 -0.6 -0.1991
C 1.598 1.418 -0.892 -3.5 1.4 -0.4 -0.2100
H -2.818 -3.007 -1.176 2.9 -4.7 0.8 0.2396
H -1.955 -4.748 -1.915 -2.3 2.9 3.4 0.2267
H -1.603 -5.028 0.708 2.2 1.0 -0.9 0.1764
H -0.246 -4.518 -0.640 0.1 -0.6 0.3 0.2802
H -1.026 -3.226 0.320 0.4 -2.1 0.2 0.1876
H -1.693 1.688 -0.109 -0.4 0.0 -0.4 0.4097
H -0.793 2.536 2.088 0.8 -1.2 -0.5 0.2995
H 1.571 2.385 2.419 1.0 0.5 -0.3 0.3524
H 3.169 2.097 0.419 -1.4 -0.6 0.1 0.2422
H 2.169 1.254 -1.914 -1.1 0.2 2.6 0.2953
N -2.312 -4.161 -0.899 -2.5 0.9 -7.2 -0.5640
N 0.203 1.449 -0.975 0.1 -0.9 -0.2 -0.5508


9.
18
Properties=species:S:1:pos:R:3:forces:R:3:mulliken_charge:R:1 method="wB97M-V/def2-TZVPD" e_lumo_ev=0.92 fmax_ev_per_a=7.26 relative_energy_kj_mol=562.36 e_tot_ev=-9358.60857 total_charge=0
C -0.158 0.053 1.162 0.4 1.2 1.8 0.4602
C 0.373 -1.338 1.111 -0.1 -1.8 1.7 -0.6564
C 0.990 -1.573 -0.044 0.4 -5.5 0.2 -0.6021
C 0.858 -0.440 -0.870 2.0 1.1 -3.0 0.3530
C 0.147 1.331 -1.390 -0.7 3.7 0.1 -0.3334
C -0.137 0.322 -0.252 -5.0 2.2 -1.7 -0.4756
H -1.955 0.103 2.723 2.7 0.0 -4.2 0.2588
H -1.859 1.207 1.529 0.5 0.8 -0.8 0.2391
H 0.600 0.660 1.621 0.5 0.6 1.0 0.2233
H 0.317 -2.040 1.990 0.2 0.9 -1.1 0.3323
H 1.486 -2.565 -0.316 -0.6 1.6 0.5 0.3380
H 1.741 0.167 -0.771 1.3 -0.1 0.2 0.2017
H -0.541 -0.218 -2.337 1.3 0.2 -0.6 0.3370
H -0.720 2.077 -1.743 2.1 -1.6 0.6 0.2717
H 1.176 1.858 -1.245 -2.0 -0.3 -0.1 0.2445
H -1.251 -0.065 -0.474 2.3 0.4 -0.5 0.1530
N -1.503 0.273 1.569 -4.1 -1.2 5.8 -0.7747
N 0.436 0.186 -2.264 -1.3 -2.0 0.1 -0.5704


10.
18
Properties=species:S:1:pos:R:3:forces:R:3:mulliken_charge:R:1 method="wB97M-V/def2-TZVPD" e_lumo_ev=0.84 fmax_ev_per_a=7.60 smiles=c1ccncc1.CN relative_energy_kj_mol=379.80 e_tot_ev=-9360.50067 total_charge=0
C 1.326 2.746 -0.528 -4.2 4.3 1.2 -0.6642
C -0.905 -0.939 -0.723 2.8 -2.1 -6.7 -0.2599
C 0.269 -1.739 -0.754 -2.0 1.7 4.4 -0.3580
C 0.744 -2.003 0.562 -0.4 -0.4 -3.5 -0.1116
C 0.084 -1.447 1.684 2.8 -2.1 1.5 -0.3206
C -0.917 -0.533 1.499 -1.0 -1.1 3.4 -0.1277
H -0.485 1.799 -1.471 2.7 4.9 0.1 0.2433
H -0.155 3.733 -1.512 -1.0 -0.6 0.0 0.2095
H 2.233 3.268 -0.760 0.1 1.2 -0.5 0.2869
H 0.786 3.175 0.424 2.0 -1.2 -0.9 0.2219
H 1.659 1.820 -0.500 1.1 -4.7 1.0 0.2817
H -1.471 -0.751 -1.676 0.6 -0.2 0.6 0.3524
H 0.769 -1.990 -1.616 0.8 -1.1 -1.8 0.4739
H 1.508 -2.781 0.363 0.1 0.6 2.0 0.2943
H 0.515 -1.837 2.670 -1.2 1.0 -1.2 0.2662
H -1.640 -0.269 2.475 2.2 0.1 -2.9 0.2183
N 0.239 2.805 -1.526 -0.8 -3.9 -0.8 -0.5804
N -1.286 -0.330 0.264 -4.7 3.7 4.1 -0.4258